[1]
A cluster of 9 separate species, C38H102N8O11 in total in a non-equilibrium geometry, computed with ωB97M-V with the def2-TZVPD basis set.

SMILES: COC[C@H](C)N.COC[C@H](C)N.COC[C@H](C)N.COC[C@H](C)N.COC[C@H](C)N.COC[C@H](C)N.COCCNCCOC.COCCNCCOC.CCO
Net charge: 0
Relative energy (zero: lowest compared OMol25 entry of this formula, charge and spin) in eV: 2.656
Orbital gap in eV: 8.51
HOMO in eV: -8.13

Each line ends with the Löwdin charge.
CARTESIAN COORDINATES (ANGSTROEM)
C 5.203 12.171 0.136  -0.0668
C 5.381 10.890 0.980  -0.3420
O 4.360 9.969 0.760  -0.0902
H 5.697 12.076 -0.831  0.0646
H 5.749 12.924 0.704  0.0656
H 4.151 12.413 -0.014  0.0744
H 5.435 11.065 2.054  0.0977
H 6.314 10.376 0.748  0.1064
H 4.583 9.212 1.308  0.0236
C 3.546 4.778 -1.322  -0.1117
O 3.368 3.900 -0.268  -0.2362
C 2.065 3.376 -0.072  -0.1924
C 1.881 2.508 1.184  -0.1917
N 1.906 3.295 2.415  -0.0727
C 1.810 2.456 3.633  -0.1913
C 1.810 3.354 4.850  -0.2127
O 0.631 4.135 5.050  -0.2305
C 0.725 4.927 6.246  -0.0746
H 3.634 4.159 -2.215  0.1011
H 4.418 5.347 -1.001  0.0722
H 2.797 5.566 -1.403  0.0848
H 1.749 2.797 -0.940  0.1213
H 1.350 4.198 -0.071  0.1097
H 2.637 1.726 1.119  0.1037
H 0.864 2.119 1.134  0.1213
H 2.806 3.736 2.544  0.0415
H 2.577 1.683 3.590  0.1116
H 0.872 1.902 3.587  0.1193
H 2.575 4.106 4.658  0.1109
H 2.149 2.705 5.657  0.1227
H -0.163 5.556 6.182  0.0805
H 1.616 5.542 6.122  0.0831
H 0.764 4.379 7.188  0.0876
C 6.960 4.024 -2.029  -0.1247
O 6.006 3.016 -2.213  -0.2120
C 6.330 1.686 -1.687  -0.1465
C 6.023 1.619 -0.176  -0.1885
N 6.410 0.336 0.373  -0.0708
C 6.067 0.230 1.731  -0.2433
C 7.083 0.895 2.646  -0.1979
O 6.749 2.271 2.863  -0.2273
C 7.665 2.874 3.805  -0.0760
H 6.577 4.924 -2.512  0.0801
H 7.917 3.671 -2.412  0.0959
H 7.045 4.255 -0.967  0.0420
H 7.395 1.531 -1.856  0.1151
H 5.838 0.882 -2.234  0.1177
H 4.972 1.805 0.046  0.1072
H 6.651 2.409 0.237  0.1086
H 6.048 -0.439 -0.164  0.1149
H 5.938 -0.801 2.060  0.1231
H 5.076 0.641 1.926  0.1088
H 8.076 0.727 2.230  0.1310
H 6.958 0.371 3.594  0.1157
H 8.626 3.198 3.406  0.0641
H 7.722 2.384 4.777  0.0970
H 7.273 3.872 4.000  0.0667
C 6.529 5.584 1.250  -0.0180
C 5.302 5.545 2.229  -0.3984
C 4.365 6.693 2.120  -0.1807
O 5.026 7.901 2.393  -0.2117
C 5.345 8.160 3.741  -0.0722
N 4.634 4.265 2.246  0.0828
H 7.188 6.384 1.587  0.0660
H 6.302 5.813 0.209  0.0611
H 7.212 4.734 1.252  0.0674
H 5.723 5.641 3.229  0.1164
H 3.523 6.589 2.805  0.1305
H 4.024 6.723 1.085  0.1269
H 6.124 7.543 4.188  0.0797
H 4.494 8.222 4.420  0.0860
H 5.726 9.181 3.717  0.0894
H 5.362 3.585 2.411  0.0504
H 4.402 4.088 1.279  0.0499
C -2.192 6.399 3.513  -0.0555
C -1.333 5.815 2.385  -0.4093
C -0.025 6.567 2.188  -0.1755
O -0.162 7.998 1.860  -0.1962
C 1.030 8.792 1.765  -0.0999
N -1.020 4.414 2.771  0.0537
H -3.213 6.029 3.422  0.0750
H -2.179 7.488 3.572  0.0740
H -1.855 6.107 4.508  0.0572
H -1.892 5.886 1.452  0.1302
H 0.589 6.094 1.421  0.1050
H 0.519 6.377 3.113  0.1134
H 1.661 8.700 2.649  0.0752
H 0.773 9.837 1.588  0.0854
H 1.607 8.484 0.893  0.0699
H -0.205 4.094 2.268  0.0232
H -0.726 4.376 3.737  0.0259
C 9.441 6.544 -0.407  -0.0339
C 10.877 6.783 -0.877  -0.4249
C 10.993 7.354 -2.328  -0.2245
O 10.666 6.423 -3.298  -0.1608
C 10.650 7.016 -4.557  -0.1247
N 11.576 7.508 0.130  0.0206
H 8.953 5.701 -0.897  0.0678
H 8.827 7.384 -0.731  0.0928
H 9.433 6.256 0.644  0.0501
H 11.390 5.821 -0.881  0.1288
H 12.035 7.614 -2.515  0.1159
H 10.515 8.324 -2.465  0.1237
H 11.470 7.691 -4.803  0.0897
H 9.713 7.561 -4.674  0.0866
H 10.586 6.220 -5.299  0.0916
H 10.924 8.240 0.373  0.0860
H 12.355 8.049 -0.216  0.0901
C 11.630 3.758 3.575  -0.0621
C 10.971 4.781 2.609  -0.4417
C 10.414 5.957 3.423  -0.1522
O 9.344 5.473 4.308  -0.2417
C 9.004 6.305 5.449  -0.0869
N 11.974 5.123 1.645  0.0449
H 12.466 4.040 4.215  0.0790
H 11.827 2.890 2.945  0.0776
H 10.944 3.401 4.343  0.0597
H 10.179 4.293 2.041  0.1254
H 10.008 6.680 2.716  0.0996
H 11.079 6.468 4.120  0.1221
H 9.843 6.365 6.141  0.0793
H 8.148 5.844 5.941  0.0846
H 8.776 7.337 5.181  0.0763
H 12.879 5.252 2.074  0.0761
H 11.748 6.039 1.286  0.0014
C 4.077 10.415 6.723  -0.0857
C 3.192 10.857 7.837  -0.4470
C 4.026 11.300 9.030  -0.2123
O 4.783 10.187 9.468  -0.1802
C 5.564 10.544 10.575  -0.1305
N 2.409 11.959 7.271  0.0319
H 4.734 11.236 6.438  0.0861
H 3.489 10.157 5.842  0.0756
H 4.637 9.522 7.002  0.0794
H 2.463 10.072 8.040  0.1450
H 3.359 11.527 9.862  0.1235
H 4.662 12.152 8.788  0.1297
H 4.956 10.744 11.457  0.0829
H 6.263 11.366 10.417  0.0902
H 6.087 9.669 10.961  0.0867
H 2.064 12.466 8.074  0.0619
H 2.973 12.645 6.789  0.0666
C 5.711 5.620 -5.450  -0.0435
C 4.247 6.051 -5.582  -0.4379
C 3.840 7.280 -4.751  -0.1757
O 3.975 7.017 -3.331  -0.2236
C 3.631 8.055 -2.435  -0.1014
N 3.921 6.195 -6.998  0.0337
H 5.874 5.155 -4.478  0.0516
H 6.386 6.437 -5.705  0.0775
H 5.963 4.856 -6.186  0.0760
H 3.575 5.276 -5.214  0.1366
H 2.775 7.416 -4.943  0.1143
H 4.320 8.221 -5.019  0.1223
H 3.842 7.681 -1.433  0.0659
H 2.640 8.457 -2.645  0.0966
H 4.403 8.821 -2.506  0.0841
H 4.479 6.963 -7.343  0.0680
H 2.948 6.453 -7.078  0.0661

Cartesian forces (eV/Å) of the 2 atoms listed first:
0.7 -0.9 0.8
0.3 0.0 -0.3



[2]
A structure of composition C26H50P2SiTl in a non-equilibrium geometry, computed with ωB97M-V with the def2-TZVPD basis set.

Net charge: +1
Relative energy (zero: lowest compared OMol25 entry of this formula, charge and spin) in eV: 2.995
Orbital gap (alpha / beta) in eV: 5.79 / 5.71
HOMO (alpha / beta) in eV: -9.15 / -9.05

Each line ends with the Löwdin charge.
CARTESIAN COORDINATES (ANGSTROEM)
Tl -0.120 2.915 -2.830  0.8325
C -0.733 -2.578 3.040  -0.2247
C 0.570 -2.933 2.595  -0.2264
C 0.785 -1.304 4.204  -0.2008
C -0.596 -1.567 4.030  -0.1748
C 1.511 -2.129 3.301  -0.2352
C -2.001 -3.186 2.588  -0.0640
H -1.971 -3.417 1.515  0.0515
H -2.849 -2.516 2.774  0.0695
H -2.204 -4.132 3.116  0.0916
C -1.680 -0.897 4.773  -0.0109
H -2.626 -1.423 4.627  0.0768
H -1.819 0.145 4.449  0.0678
H -1.462 -0.879 5.850  0.0958
C 1.367 -0.348 5.165  -0.0327
H 0.962 -0.522 6.170  0.0897
H 1.142 0.691 4.897  0.0479
H 2.455 -0.457 5.213  0.0788
C 2.979 -2.173 3.141  -0.0520
H 3.431 -2.935 3.797  0.0968
H 3.423 -1.206 3.409  0.0766
H 3.272 -2.413 2.109  0.0513
C 0.891 -3.969 1.589  -0.0422
H 1.189 -4.912 2.079  0.1049
H 1.723 -3.660 0.940  0.0505
H 0.021 -4.190 0.953  0.0653
C -1.522 1.825 -4.081  -0.4530
C -1.470 0.403 -3.537  -0.3479
C -0.703 -0.492 -4.523  -0.2224
C 0.778 -0.142 -4.737  -0.1570
C 1.342 1.054 -3.984  -0.1886
C 1.300 2.321 -4.571  -0.3007
C 0.399 2.483 -5.796  -0.1945
C -1.063 2.088 -5.549  -0.2135
H -1.220 -0.479 -5.502  0.1174
H 0.919 -0.003 -5.825  0.1190
H -0.775 -1.544 -4.213  0.0760
H -1.295 1.231 -6.191  0.0974
H -2.518 2.295 -3.962  0.0822
H -2.547 0.129 -3.495  0.0935
H -1.676 2.911 -5.931  0.1176
H 0.477 3.541 -6.104  0.1190
H 2.126 3.065 -4.502  0.1216
H 0.802 1.878 -6.629  0.1247
H 1.382 -1.045 -4.511  0.1237
H 2.052 0.831 -3.171  0.0964
P -1.339 -0.723 -1.799  0.9713
C -2.114 0.190 -0.446  -0.1981
C -1.738 -2.476 -1.974  -0.1639
P 1.446 -0.813 0.120  0.9266
C 0.470 -0.607 -1.496  -0.4844
C 3.016 -1.433 -0.663  -0.2951
C 2.026 0.949 0.318  -0.2895
H -1.458 1.000 -0.090  -0.0061
H -2.312 -0.487 0.397  0.0615
H -3.056 0.645 -0.776  0.0683
H -1.243 -2.940 -2.843  0.0641
H -2.817 -2.610 -2.104  0.0704
H -1.449 -3.029 -1.066  0.0590
H 2.331 1.422 -0.639  0.0366
H 2.931 0.951 0.945  0.0518
H 1.271 1.582 0.814  -0.0298
H 0.730 0.391 -1.880  -0.0194
H 0.948 -1.364 -2.151  0.0565
H 3.833 -1.378 0.076  0.0438
H 3.309 -0.828 -1.531  0.0378
H 2.901 -2.473 -0.989  0.0386
C -2.506 2.574 2.916  -0.2312
Si -0.883 2.728 1.986  0.6367
C -0.831 4.316 0.980  -0.2549
C 0.553 2.618 3.202  -0.2279
H -3.192 1.897 2.383  0.0174
H -2.959 3.577 2.967  0.0338
H -2.349 2.199 3.939  0.0129
H -1.457 4.236 0.077  -0.0071
H 0.198 4.566 0.684  0.0257
H -1.219 5.137 1.599  0.0339
H 1.012 3.618 3.302  0.0429
H 0.172 2.309 4.190  0.0183
H 1.327 1.902 2.877  0.0052

Cartesian forces (eV/Å) of the 2 atoms listed first:
-0.2 2.6 3.1
0.8 0.6 0.3



[3]
A structure of composition C47H52BrN3O5P3Rh, computed with ωB97M-V with the def2-TZVPD basis set.

Net charge: +2
Orbital gap (alpha / beta) in eV: 6.46 / 5.81
2S+1: 5
HOMO (alpha / beta) in eV: -11.66 / -12.92

Each line ends with the Löwdin charge.
CARTESIAN COORDINATES (ANGSTROEM)
Rh -0.212 -0.425 -0.007  0.3326
O -1.492 5.078 1.705  0.0716
C -0.566 4.841 2.678  -0.2492
C -0.514 5.771 3.707  0.0118
C 0.386 5.628 4.746  -0.0485
C 1.251 4.542 4.771  -0.0711
C 1.210 3.624 3.740  -0.0373
C 0.313 3.752 2.672  -0.0754
C 0.314 2.816 1.472  -0.2483
O -1.023 2.464 1.181  -0.2837
N 1.132 1.614 1.742  0.0490
N 0.622 0.410 1.688  -0.1655
C 1.055 -0.497 2.665  -0.1711
C 0.455 -1.671 2.853  -0.4851
Br -1.246 -1.893 1.831  0.9178
C 0.785 -2.803 3.663  -0.0694
C 2.087 -3.261 3.948  -0.2225
C 2.228 -4.344 4.853  -0.0150
C 3.471 -4.815 5.203  -0.0530
C 4.617 -4.235 4.658  -0.0430
C 4.504 -3.187 3.743  -0.0628
C 3.265 -2.705 3.387  -0.0287
H -1.707 4.257 1.250  0.0658
H -1.209 6.602 3.666  0.1329
H 0.406 6.360 5.544  0.1188
H 1.958 4.413 5.582  0.1128
H 1.918 2.805 3.797  0.0984
H 0.759 3.322 0.615  0.1415
H 1.892 1.753 2.390  0.1145
H 1.829 -0.196 3.366  0.1449
H -0.045 -3.374 4.065  0.1086
H 1.335 -4.786 5.282  0.1214
H 3.561 -5.638 5.901  0.1180
H 5.596 -4.603 4.938  0.1163
H 5.398 -2.757 3.309  0.1109
H 3.187 -1.913 2.652  0.0836
C 0.695 1.137 -3.887  -0.1437
N 0.949 1.324 -2.490  -0.1221
P 1.545 0.224 -1.407  0.8672
C 2.516 -1.067 -2.209  -0.3590
C 3.541 -0.678 -3.079  -0.0775
C 4.280 -1.641 -3.748  -0.0464
C 4.014 -2.992 -3.541  -0.0478
C 3.014 -3.381 -2.661  -0.0612
C 2.263 -2.416 -2.001  -0.1179
C 2.809 1.176 -0.528  -0.3674
C 2.962 2.550 -0.708  -0.0953
C 3.945 3.231 0.007  -0.0539
C 4.769 2.544 0.888  -0.0564
C 4.625 1.168 1.054  -0.0655
C 3.649 0.485 0.345  -0.1121
P -1.654 1.489 0.006  0.9996
C -1.840 2.530 -1.452  -0.3316
C -2.470 2.001 -2.581  -0.1248
C -2.664 2.792 -3.704  -0.0598
C -2.210 4.105 -3.719  -0.0511
C -1.557 4.625 -2.609  -0.0447
C -1.375 3.842 -1.475  -0.0661
C -3.299 1.336 0.731  -0.3209
C -4.471 1.536 0.002  -0.0770
C -5.704 1.391 0.624  -0.0593
C -5.772 1.046 1.968  -0.0524
C -4.605 0.846 2.696  -0.0550
C -3.371 0.983 2.080  -0.1101
H 1.287 0.341 -4.345  0.0692
H 0.860 2.082 -4.407  0.0968
H -0.367 0.899 -4.022  0.0730
H 3.764 0.374 -3.225  0.1193
H 5.071 -1.341 -4.425  0.1184
H 4.597 -3.743 -4.060  0.1182
H 2.823 -4.435 -2.488  0.1141
H 1.496 -2.710 -1.301  0.0614
H 2.314 3.078 -1.398  0.1003
H 4.071 4.298 -0.132  0.1175
H 5.540 3.075 1.434  0.1165
H 5.285 0.631 1.727  0.1120
H 3.541 -0.591 0.467  0.1042
H -2.810 0.970 -2.585  0.0866
H -3.173 2.383 -4.570  0.1179
H -2.368 4.725 -4.594  0.1171
H -1.197 5.647 -2.617  0.1183
H -0.876 4.281 -0.620  0.0910
H -4.433 1.822 -1.041  0.1032
H -6.614 1.562 0.060  0.1176
H -6.737 0.939 2.451  0.1171
H -4.657 0.594 3.749  0.1157
H -2.464 0.830 2.656  0.0885
C -1.681 -3.032 -4.781  -0.0544
C -0.684 -2.122 -4.107  -0.2322
O -1.359 -1.237 -3.157  -0.2617
P -1.463 -1.510 -1.606  0.5751
O -2.920 -0.956 -1.305  -0.3278
C -4.122 -1.747 -1.042  -0.2183
C -4.893 -1.985 -2.317  -0.0413
O -1.629 -3.080 -1.500  -0.2664
C -0.806 -4.058 -0.811  -0.2925
C -1.701 -5.086 -0.171  -0.0594
H -1.165 -3.630 -5.535  0.0935
H -2.455 -2.447 -5.280  0.0913
H -2.154 -3.704 -4.065  0.0730
H -0.213 -1.464 -4.830  0.1114
H 0.101 -2.682 -3.604  0.0965
H -4.690 -1.156 -0.328  0.1085
H -3.833 -2.685 -0.571  0.1071
H -5.177 -1.038 -2.779  0.0877
H -5.802 -2.546 -2.091  0.0940
H -4.299 -2.561 -3.031  0.0724
H -0.188 -3.554 -0.070  0.0487
H -0.157 -4.515 -1.557  0.1198
H -2.314 -4.639 0.612  0.0640
H -1.093 -5.878 0.270  0.0944
H -2.357 -5.534 -0.919  0.0934

Cartesian forces (eV/Å) of the 2 atoms listed first:
-0.4 0.0 -0.8
0.2 0.1 0.0



> Which formula does entry 1 have?

C38H102N8O11



> Which of these has the highest net charge?

C47H52BrN3O5P3Rh



> net charge of number 1 (C38H102N8O11)?

0



> The highest net charge belongs to which entry?

C47H52BrN3O5P3Rh